Record 1
# C5H6O

A single C5H6O molecule (ωB97M-V/def2-TZVPD, the OMol25 dataset).

```
12
Properties=species:S:1:pos:R:3:forces:R:3
O 2.57268 -0.24375 0.91689 -0.25 0.00 0.00
C 1.55856 -0.30877 0.28589 0.76 0.03 0.73
C 0.73406 -1.15920 -0.54492 -0.21 0.42 -0.23
C -1.77244 0.32298 0.47957 0.03 0.04 -0.03
C -0.67569 1.02252 0.22210 -0.16 -0.23 0.00
C 0.55353 0.48041 -0.42596 -0.13 -0.37 -0.21
H -0.04680 -1.75601 -0.06532 0.15 0.45 -0.11
H 1.21572 -1.68513 -1.37378 -0.22 0.50 -0.01
H -1.85783 -0.71991 0.19499 -0.05 0.07 0.07
H -2.62504 0.77632 0.96976 0.05 -0.02 -0.05
H -0.65870 2.08276 0.47897 0.19 -0.22 -0.02
H 1.00194 1.18778 -1.13820 -0.17 -0.67 -0.14
```
Forces are in eV/Å.

Values from the calculation:
M = 82.10 g/mol
HOMO-LUMO gap = 9.943 eV
SMILES string = C=C[C@@H]1CC1=O
multiplicity = 1
total charge = 0
HOMO energy = -9.1 eV



Record 2
# C6H10N2

2 unconnected molecules or ions with the total composition C6H10N2 (ωB97M-V/def2-TZVPD, the OMol25 dataset).

```
18
Properties=species:S:1:pos:R:3:forces:R:3
C -1.91554 -0.52398 -1.51298 -0.24 -0.49 -0.18
C 1.28229 2.36952 0.62962 1.70 0.72 0.92
C -0.17423 -1.67070 2.67539 1.13 0.45 1.84
C -1.28965 0.48601 -0.92198 0.65 0.14 0.08
C 0.62811 1.34064 0.22722 -0.86 -1.22 -0.14
C 0.96079 -0.44448 -1.50929 -1.60 0.87 3.11
N 0.70962 -1.32091 1.87903 -0.58 0.06 0.15
N 0.09383 0.54752 -0.72514 0.33 0.16 -2.07
H -3.01104 -0.35359 -1.53667 0.86 -0.91 -0.50
H -1.32822 -1.41732 -1.86626 -1.35 0.95 0.28
H 1.58770 2.32436 1.66314 -0.39 0.01 0.77
H 1.86191 3.20911 0.24236 -0.46 0.00 -1.26
H -0.27398 -1.26023 3.74949 0.08 0.02 -1.56
H -0.71986 -2.58675 2.55433 -0.63 -0.56 -0.51
H -1.88147 1.35132 -0.62666 0.46 -0.08 0.35
H 0.65916 -1.38453 -1.07789 0.50 -0.67 -0.06
H 0.84987 -0.46774 -2.54430 -0.85 0.47 -1.77
H 1.96071 -0.19826 -1.29941 1.25 0.08 0.53
```
Forces are in eV/Å.

Values from the calculation:
M = 110.16 g/mol
HOMO-LUMO gap (alpha / beta) = 9.801 / 5.654 eV
multiplicity = 1
total charge = 0
HOMO energy (alpha / beta) = -8.8 / -5.9 eV



Record 3
# C3H4N2O

A single C3H4N2O molecule (ωB97M-V/def2-TZVPD, the OMol25 dataset).

```
10
Properties=species:S:1:pos:R:3:forces:R:3
O -1.60157 -0.92155 -0.97863 -0.02 0.07 -0.09
C -0.54412 -0.57134 -0.20324 0.27 -0.03 0.17
N 0.14160 0.48454 -0.77408 -0.13 -0.12 0.06
C 0.83387 1.41121 -0.05544 0.39 0.08 0.20
C 1.60014 0.67351 0.71285 -0.31 -0.01 -0.20
N -0.25428 -1.19990 0.87080 -0.18 0.02 -0.24
H -1.60311 -0.32574 -1.74202 -0.03 -0.09 0.11
H 0.88534 2.45753 -0.34997 -0.02 -0.18 0.07
H 1.52194 -0.12417 1.44477 -0.01 0.23 -0.07
H -0.97982 -1.88410 1.07495 0.04 0.04 -0.01
```
Forces are in eV/Å.

Values from the calculation:
M = 84.08 g/mol
HOMO-LUMO gap = 7.942 eV
multiplicity = 1
total charge = 0
HOMO energy = -8.9 eV



Record 4
# CH3N3O2S

A single CH3N3O2S molecule (ωB97M-V/def2-TZVPD, the OMol25 dataset).

```
10
Properties=species:S:1:pos:R:3:forces:R:3
C -0.38760 -0.46356 0.37874 2.39 2.16 -3.34
N 0.52203 -0.67505 1.19374 -0.94 -0.51 0.96
N 0.26096 0.35939 -1.05268 -1.09 -2.51 3.00
N -1.70361 -0.70288 0.39133 -0.92 -0.08 -0.12
O 2.10211 2.01084 -0.43077 0.09 0.48 0.22
O 1.75403 -0.24260 0.88124 0.87 0.46 -1.09
S 1.89284 0.60705 -0.67079 -0.81 -0.36 0.19
H -0.26342 1.21978 -1.17604 0.27 0.36 0.13
H -2.16616 -0.65494 -0.50304 0.10 -0.12 0.06
H -2.01120 -1.45804 0.98827 0.05 0.12 0.00
```
Forces are in eV/Å.

Values from the calculation:
M = 121.12 g/mol
HOMO-LUMO gap = 9.848 eV
multiplicity = 1
total charge = 0
HOMO energy = -9.4 eV



Record 5
# C31H60N7O10S

8 unconnected molecules or ions with the total composition C31H60N7O10S (ωB97M-V/def2-TZVPD, the OMol25 dataset).

```
109
Properties=species:S:1:pos:R:3:forces:R:3
O -1.68500 1.38529 -0.16880 -2.38 1.18 -8.92
C -2.14959 1.53642 -1.43356 -0.99 -0.97 8.31
O -1.14110 1.59938 -2.50120 -0.24 -2.02 -0.66
S -1.11335 0.19745 -3.46568 -0.11 0.44 0.58
C -0.08319 -1.18269 -2.73239 0.89 -3.32 -0.61
C -0.82044 -2.71573 -3.26730 1.56 -3.46 0.58
C 0.31938 -4.00658 -3.48743 -3.57 -0.82 5.13
O -0.74813 -3.89314 -2.24148 -0.52 4.68 -3.43
C -3.77158 1.68935 -1.59932 -3.48 1.01 -0.50
C -4.73333 0.91275 -2.67394 -1.03 2.01 1.59
C -6.35819 1.13262 -2.78245 2.37 2.58 3.26
C -7.07660 2.21241 -1.77818 4.70 -0.98 0.18
C -6.15635 3.00641 -0.66735 1.65 -2.57 -2.30
C -4.53747 2.74695 -0.55742 -2.38 -1.50 -2.16
H -0.39061 0.58950 -4.63843 -0.39 -0.05 1.81
H -0.06826 -1.22705 -1.56247 -0.17 0.58 -2.26
H 0.98278 -1.31697 -3.23077 -2.17 1.03 1.32
H -1.78284 -2.64725 -4.06936 2.77 -0.37 2.55
H 1.17468 -4.05179 -2.68979 -0.66 0.70 -2.64
H -0.11653 -5.10377 -3.66272 1.42 2.71 -1.29
H -4.21770 0.14224 -3.40947 -1.29 1.75 1.66
H -7.00093 0.53364 -3.56059 1.59 1.14 1.65
H -8.23157 2.38701 -1.84852 2.80 -0.14 0.27
H -6.71861 3.78020 0.03945 1.64 -1.92 -1.71
H -3.94107 3.33440 0.27496 -1.22 -1.45 -2.04
C 1.59539 1.56946 3.80681 0.69 -0.11 -0.35
O 2.40465 1.85674 4.67949 -0.49 -0.30 -0.90
N 1.91012 1.15836 2.52852 -0.62 0.38 1.25
C 0.89150 0.83613 1.55128 0.31 0.15 0.22
C 3.30331 1.04492 2.15014 0.09 0.15 0.11
H 0.50953 1.62123 3.98833 -0.04 -0.04 -0.10
H 1.01900 -0.20401 1.23762 -0.15 -0.01 -0.14
H 1.00818 1.49733 0.68784 -0.19 -0.13 -0.05
H -0.11061 0.96476 1.96920 0.21 0.01 -0.04
H 3.79536 0.32791 2.81415 0.12 0.12 -0.20
H 3.78458 2.02064 2.26707 0.11 -0.16 -0.01
H 3.39599 0.71051 1.11339 -0.06 0.05 0.36
C 5.13588 -1.80891 -0.17780 0.14 -0.76 1.10
O 4.74920 -0.67007 0.05144 0.12 -0.61 -0.06
N 5.31173 -2.79883 0.76624 -0.23 1.16 -1.43
C 5.77416 -4.12482 0.41364 0.13 -0.08 0.20
C 5.02521 -2.50418 2.15481 -0.07 0.30 0.03
H 5.38206 -2.13899 -1.20013 0.05 -0.12 0.05
H 5.01502 -4.85440 0.71017 0.11 -0.10 -0.10
H 6.70704 -4.32748 0.94748 -0.11 -0.09 -0.13
H 5.95080 -4.20770 -0.66217 -0.07 0.11 0.14
H 3.97803 -2.20041 2.24558 0.08 0.01 0.15
H 5.66153 -1.67621 2.48171 -0.14 -0.13 0.12
H 5.21021 -3.38052 2.78176 0.06 0.17 -0.24
C 9.18009 -2.72670 2.86375 -0.17 0.42 1.17
O 8.23449 -3.34599 2.39329 0.21 0.28 0.36
N 9.22880 -2.18222 4.12996 0.03 -0.65 -1.82
C 10.38773 -1.46143 4.61342 -0.11 -0.14 0.27
C 8.08514 -2.33544 5.00495 -0.17 -0.17 -0.20
H 10.10065 -2.55224 2.28336 0.01 0.05 0.12
H 10.77367 -1.96832 5.50260 0.10 0.31 -0.16
H 10.08733 -0.44219 4.87272 0.24 -0.04 0.07
H 11.17286 -1.42204 3.85352 -0.17 -0.06 0.08
H 7.89250 -3.40187 5.15568 -0.14 0.14 0.10
H 7.20966 -1.88340 4.52903 -0.03 -0.09 0.21
H 8.26945 -1.85450 5.96931 0.07 -0.07 -0.25
C -8.16992 -1.59455 -5.13632 0.54 -1.45 0.36
O -7.94913 -0.48198 -4.67538 0.15 -0.63 -0.53
N -7.64589 -2.77692 -4.65726 -0.76 1.62 -0.81
C -7.95650 -4.05621 -5.26003 0.02 -0.03 0.13
C -6.75647 -2.73932 -3.51510 -0.06 0.33 0.19
H -8.83242 -1.73706 -6.00551 0.06 -0.06 0.10
H -8.42864 -4.69570 -4.50858 0.03 -0.07 -0.19
H -7.02766 -4.51914 -5.60539 -0.16 -0.12 -0.04
H -8.63579 -3.93777 -6.10854 0.12 0.06 0.16
H -7.28427 -2.29217 -2.66739 0.16 -0.10 0.04
H -5.89035 -2.11658 -3.75866 0.04 -0.06 0.15
H -6.42327 -3.74672 -3.25169 -0.15 0.18 -0.12
C 13.78444 -1.12122 6.81104 0.26 0.55 -0.58
O 12.57586 -1.04740 6.62966 0.91 0.16 -0.07
N 14.74367 -0.43535 6.09580 -0.91 -0.85 0.90
C 16.15777 -0.57767 6.37230 -0.10 0.11 -0.12
C 14.32473 0.45588 5.03408 -0.32 -0.03 0.05
H 14.21114 -1.76978 7.59335 0.09 0.06 -0.06
H 16.56532 0.40079 6.64261 0.17 -0.16 0.01
H 16.65821 -0.94862 5.47326 0.16 0.03 0.16
H 16.33035 -1.27786 7.19411 -0.11 0.11 -0.14
H 13.67037 1.22611 5.45321 0.04 -0.01 -0.22
H 13.76287 -0.11647 4.28975 0.03 0.22 -0.03
H 15.19059 0.92605 4.56028 -0.12 -0.15 0.16
C -10.92632 -1.44813 -1.43820 0.39 0.73 -0.35
O -9.96928 -2.21170 -1.43075 -0.35 0.64 -0.20
N -10.90547 -0.14431 -1.88734 -0.34 -1.38 0.59
C -12.08371 0.69685 -1.86265 0.19 0.00 -0.03
C -9.66641 0.40224 -2.40021 -0.02 -0.56 0.08
H -11.91667 -1.76191 -1.07014 0.00 0.11 -0.03
H -12.31239 1.01495 -2.88394 -0.16 0.10 0.13
H -11.87913 1.57372 -1.24170 -0.22 0.03 -0.08
H -12.94331 0.15948 -1.45309 0.19 0.03 -0.06
H -9.33559 -0.20202 -3.25023 -0.01 0.41 0.35
H -8.90455 0.35399 -1.61629 -0.03 -0.01 -0.17
H -9.80368 1.43960 -2.71694 -0.17 -0.22 0.03
C -7.75416 5.75925 -2.30863 0.48 0.87 0.31
O -7.96830 5.00403 -1.36906 0.03 0.76 -0.40
N -7.07240 6.95576 -2.23341 -0.83 -1.45 -0.31
C -6.86038 7.79473 -3.39426 0.04 0.03 0.16
C -6.55145 7.38813 -0.95330 -0.12 -0.23 0.22
H -8.10657 5.52672 -3.32670 0.07 0.11 0.01
H -5.78464 7.91758 -3.54989 -0.11 0.12 -0.16
H -7.31943 8.77092 -3.21355 0.10 -0.01 -0.21
H -7.30395 7.34945 -4.28891 0.05 0.01 0.20
H -5.85320 6.63317 -0.57968 -0.03 0.18 0.12
H -7.38022 7.48227 -0.24507 0.22 0.04 0.06
H -6.03846 8.34877 -1.04959 -0.13 -0.21 -0.08
```
Forces are in eV/Å.

Values from the calculation:
M = 722.93 g/mol
HOMO-LUMO gap = 5.157 eV
multiplicity = 1
total charge = +1
HOMO energy = -10.2 eV



Record 6
# C7H14N2Si

2 unconnected molecules or ions with the total composition C7H14N2Si (ωB97M-V/def2-TZVPD, the OMol25 dataset).

```
24
Properties=species:S:1:pos:R:3:forces:R:3
C 0.29756 -0.48057 -3.62142 0.29 -0.14 1.01
C 0.09854 -0.79666 -2.25988 -0.42 -1.03 1.01
C 0.02893 0.39500 -1.51827 0.49 -0.11 -0.21
C -0.14491 -2.17953 -1.64126 -0.35 0.48 -1.62
C -1.84670 0.34140 1.83297 0.93 -0.74 -0.74
C 0.57584 2.35793 2.36800 -2.95 -0.20 -1.72
C 1.06796 -0.97376 1.91234 1.23 1.16 0.56
N 0.31945 0.84830 -3.80031 0.66 -0.99 0.81
N 0.20927 1.30670 -2.51759 -0.34 0.95 -0.26
Si 0.07270 0.64580 1.73919 -1.05 -0.87 -1.84
H 0.61850 -1.28187 -4.30252 -0.64 0.98 -0.42
H 0.69568 -2.87175 -1.77696 -0.25 0.01 -0.27
H -0.15932 -1.94859 -0.60090 -0.61 -0.35 0.95
H -1.11799 -2.64087 -2.04240 1.43 0.53 0.88
H -2.07558 -0.54991 1.19261 0.49 0.27 0.87
H -2.10755 0.13213 2.91104 -0.22 0.52 -1.20
H -2.43120 1.08857 1.24746 0.45 0.06 1.20
H -0.40615 2.95711 2.38256 1.41 -0.79 -0.28
H 1.02439 2.55768 3.27471 0.98 -0.35 2.25
H 1.23614 2.77650 1.65137 0.50 0.58 -0.98
H 0.59229 -1.76867 1.38253 -0.67 -0.41 -0.27
H 2.15634 -1.04820 1.61745 -1.19 0.69 0.25
H 1.03188 -1.17181 2.99475 -0.01 -0.23 -0.11
H 0.26391 2.30508 -2.42544 -0.16 -0.02 0.12
```
Forces are in eV/Å.

Values from the calculation:
M = 154.29 g/mol
HOMO-LUMO gap = 6.841 eV
multiplicity = 1
total charge = 0
HOMO energy = -7.5 eV



Record 7
# C3H4N2O

A single C3H4N2O molecule (ωB97M-V/def2-TZVPD, the OMol25 dataset).

```
10
Properties=species:S:1:pos:R:3:forces:R:3
N 1.57692 0.21408 0.13893 0.16 0.03 0.01
C 0.12581 0.13534 0.08175 0.00 0.24 0.15
C -0.69418 1.04880 0.63150 0.10 -0.44 -0.26
N -1.97663 0.45650 0.27618 0.06 -0.23 -0.14
C -1.74730 -0.62553 -0.37309 -0.34 0.10 0.07
O -0.42989 -0.94391 -0.56520 0.10 0.22 0.14
H 2.03324 -0.54803 0.65185 -0.13 0.09 -0.06
H 2.04361 0.31793 -0.76862 -0.14 -0.02 0.10
H 1.67572 1.09113 0.67390 0.08 -0.09 -0.06
H -2.45780 -1.32964 -0.79073 0.11 0.11 0.05
```
Forces are in eV/Å.

Values from the calculation:
M = 84.08 g/mol
HOMO-LUMO gap = 7.328 eV
multiplicity = 1
total charge = 0
HOMO energy = -7.5 eV



Record 8
# H26NO11

12 unconnected molecules or ions with the total composition H26NO11 (ωB97M-V/def2-TZVPD, the OMol25 dataset).

```
38
Properties=species:S:1:pos:R:3:forces:R:3
N -0.30736 -0.33250 -0.03877 -0.67 -1.39 -5.57
H -0.31499 -0.66751 0.85603 0.30 -2.65 2.81
H 0.26265 0.47442 0.12834 0.21 1.63 -1.06
H -1.30485 -0.28784 -0.35965 0.99 1.37 0.52
H 0.08055 -0.92201 -0.92742 -0.34 1.15 3.08
O 2.00548 2.00551 2.69136 5.87 3.96 -2.87
H 2.34796 1.71614 1.81170 -1.10 -0.26 1.25
H 1.33463 1.57619 3.04502 -4.69 -3.59 1.81
O 1.90917 -3.15502 -0.27957 1.95 0.83 1.02
H 0.97910 -3.17598 -0.25243 -1.83 -0.32 0.06
H 2.12279 -2.75137 0.60698 -0.07 -0.43 -1.28
O -0.33645 3.09295 -0.21545 -0.21 0.99 2.48
H -0.08704 3.17215 -1.11163 0.45 0.35 -1.79
H -0.52599 3.98148 0.17058 0.49 -0.89 -0.65
O -0.21769 0.35899 3.19764 5.92 -5.10 1.05
H -1.05095 0.54501 3.33641 -7.14 2.57 0.74
H -0.23041 -0.48274 3.82215 0.89 2.36 -1.80
O -1.44503 -2.41421 -2.45414 -1.34 1.04 1.03
H -1.02634 -3.28591 -2.52294 -0.99 0.07 0.34
H -2.38303 -2.37365 -2.05190 2.47 -1.03 -1.21
O -2.41379 1.68014 -0.48672 -1.62 -3.25 -0.53
H -1.68973 2.14260 -0.16464 3.50 0.77 1.16
H -2.88518 2.45315 -0.63264 -2.69 1.96 -0.80
O 0.26494 1.26037 -2.69541 1.20 -0.41 -0.95
H 0.69445 0.87130 -3.49120 0.42 0.23 1.02
H -0.58045 1.35600 -3.11372 -1.58 0.02 0.23
O -2.49647 0.49456 -3.26558 -0.98 2.13 3.30
H -2.64009 1.30117 -3.78459 -0.20 -0.38 -0.34
H -2.77302 0.88960 -2.30441 1.10 -1.56 -3.02
O -0.40269 -3.57386 1.32991 -1.65 -0.42 1.13
H -0.65586 -4.53092 1.21548 0.37 1.43 0.28
H -1.03718 -3.21585 2.02149 1.07 -0.95 -1.28
O 2.28371 1.52443 -0.01829 -7.25 2.84 4.19
H 2.02289 2.48915 -0.15577 0.08 -1.83 0.55
H 2.97844 1.47182 -0.50842 7.10 -1.12 -4.91
O 2.29857 -1.18055 1.87422 2.24 0.38 0.49
H 1.92700 -1.58351 2.68070 0.78 0.36 -0.30
H 3.29225 -0.92368 2.04729 -3.08 -0.85 -0.14
```
Forces are in eV/Å.

Values from the calculation:
M = 216.20 g/mol
HOMO-LUMO gap = 9.977 eV
multiplicity = 1
total charge = +1
HOMO energy = -13.1 eV